{"formula": "C33H84F2HgN5O23S2", "method": "ωB97M-V with the def2-TZVPD basis set", "elements": ["O", "H", "O", "H", "H", "H", "O", "H", "H", "C", "H", "C", "H", "H", "H", "H", "C", "O", "C", "C", "C", "H", "H", "O", "S", "H", "C", "C", "H", "H", "H", "C", "F", "C", "H", "H", "H", "O", "N", "O", "H", "H", "H", "C", "C", "H", "C", "O", "C", "C", "H", "H", "H", "O", "C", "H", "H", "O", "O", "O", "H", "C", "H", "N", "H", "H", "H", "H", "H", "C", "C", "H", "H", "H", "O", "H", "H", "H", "C", "H", "C", "C", "H", "Hg", "H", "H", "H", "H", "S", "H", "H", "H", "C", "O", "H", "C", "O", "H", "H", "O", "H", "O", "H", "O", "H", "C", "H", "H", "C", "H", "H", "H", "H", "C", "H", "C", "C", "H", "H", "C", "H", "H", "O", "C", "H", "O", "H", "O", "H", "H", "O", "N", "H", "H", "C", "H", "H", "H", "H", "C", "N", "H", "F", "N", "H", "H", "O", "H", "H", "H"], "positions_angstrom": [[-0.37, -4.58, -2.08], [2.40, -1.88, 8.01], [-0.89, 4.12, 2.32], [-2.37, -2.68, 4.53], [3.12, 1.00, 10.85], [3.82, -4.31, 2.64], [-1.26, 0.38, 3.13], [-3.77, 5.20, -10.33], [0.52, -7.12, -0.72], [1.43, -1.49, 5.67], [-4.04, 6.57, -9.37], [0.13, 5.04, 1.97], [4.17, -1.59, 0.05], [-0.87, -6.62, 0.65], [-1.75, -6.57, -1.67], [4.20, -2.28, 3.68], [-4.15, 3.50, -2.01], [-2.02, 5.88, -9.70], [-2.67, 0.34, 3.15], [-3.18, 2.35, -7.64], [-3.51, 4.81, -8.16], [0.30, -3.36, 4.96], [-2.93, 0.90, 4.04], [-4.90, 3.36, 0.38], [0.42, -1.04, 0.40], [1.15, -7.94, -2.05], [0.44, -4.01, -3.10], [-3.41, 5.69, -9.42], [-4.54, 3.17, -2.97], [0.41, -0.24, 6.71], [3.90, -0.61, 10.62], [4.51, -0.87, 0.79], [-0.90, 1.91, -1.25], [-3.14, 0.88, 1.78], [-2.94, 1.49, -8.26], [-1.52, -4.73, 0.33], [1.47, 5.56, 0.28], [-2.44, 2.19, 1.51], [-2.32, -6.31, -0.88], [-0.79, -8.54, -1.41], [5.60, -0.92, 0.89], [4.61, 0.80, 9.96], [-3.43, 3.38, -9.44], [1.99, 1.83, 4.04], [4.47, 2.66, 0.47], [2.08, 4.18, -2.66], [0.67, 4.89, 0.58], [-0.67, -1.99, 0.48], [-1.43, 0.88, -4.88], [1.29, -4.56, 1.88], [-5.57, 2.03, -1.20], [-2.39, -8.94, -0.62], [-0.79, 6.87, -11.20], [-2.55, 1.47, -5.49], [0.22, -2.52, 5.66], [5.25, 3.34, 0.81], [-1.73, 4.44, 2.66], [-3.86, 4.92, -1.90], [0.95, 3.46, 0.34], [4.60, 0.68, -3.56], [-1.92, 3.37, -6.11], [4.47, 2.12, -3.32], [2.46, -1.85, 5.64], [1.38, -0.53, 6.81], [-2.52, -7.02, 1.04], [-3.20, -4.61, -0.45], [4.70, 2.63, -4.26], [-3.10, -0.66, 3.27], [-2.49, 6.19, -11.62], [3.64, 0.34, 10.15], [-2.04, -2.43, 5.53], [-2.40, -4.09, -2.66], [-2.12, 7.68, -10.77], [-1.67, -3.09, -1.42], [-1.91, -0.28, -1.13], [2.83, -0.96, 1.95], [-2.04, -3.36, 6.11], [-0.12, -3.73, -3.99], [1.59, -0.47, 9.33], [-0.23, 6.04, 2.18], [-2.10, 2.38, -6.53], [-1.68, -4.10, -1.83], [1.08, -3.23, -2.69], [0.06, 2.05, 1.95], [-4.57, 4.55, -8.12], [1.31, -0.90, 4.76], [5.10, 0.20, -2.90], [-3.16, 2.70, 1.13], [-0.58, 0.31, -1.03], [-2.89, 0.16, 1.00], [-1.14, 2.13, -6.99], [1.09, -4.77, -3.53], [0.59, -8.13, -1.14], [1.63, -1.48, -0.24], [3.49, 2.95, 0.86], [3.41, -3.50, 2.02], [2.86, 1.63, 4.88], [-0.84, 0.35, -5.63], [-5.47, 2.90, 1.00], [2.88, 0.19, 8.97], [-0.17, 5.07, -0.08], [-0.88, -1.67, 5.49], [-4.21, 2.14, -7.36], [0.20, 0.30, -2.26], [2.71, 1.70, -2.11], [4.23, -2.37, 2.59], [-2.76, -1.80, 6.06], [-1.01, 0.00, 3.97], [-1.47, -8.52, -0.21], [-1.12, -9.04, 0.68], [4.42, 2.83, -0.60], [1.77, -5.46, 2.25], [-3.06, 5.04, -7.19], [4.08, 0.47, 0.33], [-4.25, 5.27, -1.09], [1.44, -1.36, 8.01], [-5.26, 3.05, -1.01], [1.52, 3.43, -0.43], [5.17, 2.47, -2.56], [-2.16, -4.92, -0.54], [0.25, -3.12, 6.57], [-1.71, 0.15, -4.12], [4.74, 1.39, 1.06], [-1.78, -7.05, 0.24], [1.21, -8.75, -0.49], [2.18, 1.48, 2.86], [0.78, 0.21, 9.60], [1.99, -3.39, 2.17], [0.46, -1.84, 8.05], [-0.85, 1.62, -4.33], [0.91, 2.32, 4.27], [3.82, -1.06, 2.11], [1.36, -4.75, 0.81], [-4.22, 0.93, 1.62], [-1.81, 6.65, -10.90], [0.82, 4.81, 2.78], [1.72, -1.32, 10.00], [3.02, 0.70, 0.30], [-6.12, 3.72, -1.15], [3.00, 2.46, -2.83], [-2.99, 3.55, -8.54], [2.27, 2.27, -3.62], [0.96, -1.02, 1.89], [0.18, 0.46, 0.50], [4.42, 0.55, -0.70], [-3.24, 2.90, -1.90], [2.84, 3.76, -2.24], [5.30, -2.41, 2.43], [0.25, -4.39, 2.17], [3.67, -3.62, 0.97]], "gap_ev": 4.19, "multiplicity": 1, "total_charge": -1, "mol_weight_da": 1221.77, "e_tot_ha": -4460.9815, "fmax_ev_per_a": 10.61, "e_lumo_ev": 1.3, "homo_energy_ev": -2.87}